C10H29CdNO3P2Sb as an isolated structure. Source: the Open Molecules 2025 dataset; level of theory: the ωB97M-V functional and the def2-TZVPD basis.

CARTESIAN COORDINATES (ANGSTROEM)
C (1.922, 2.964, -0.086)
O (2.382, 1.877, 0.691)
C (3.721, 1.479, 0.460)
C (3.835, 0.322, -0.507)
C (3.074, -0.927, -0.055)
C (2.508, -1.730, -1.216)
C (1.243, -1.164, -1.844)
C (-0.044, -1.689, -1.217)
Sb (-0.807, -0.428, 0.421)
C (-1.973, 0.851, -0.952)
C (-2.874, 2.009, -0.533)
C (-3.811, 1.787, 0.637)
O (-3.644, 2.398, -1.672)
P (-2.853, -2.044, 0.777)
N (-2.777, -3.548, 0.367)
P (0.105, -1.963, 2.252)
O (-1.143, -2.680, 2.679)
H (2.695, 3.344, -0.745)
H (1.600, 3.767, 0.567)
H (1.080, 2.656, -0.701)
H (4.311, 2.323, 0.111)
H (4.136, 1.179, 1.419)
H (4.893, 0.072, -0.554)
H (3.553, 0.626, -1.512)
H (3.764, -1.563, 0.493)
H (2.303, -0.638, 0.655)
H (3.277, -1.775, -1.983)
H (2.336, -2.758, -0.910)
H (1.268, -0.076, -1.838)
H (1.213, -1.451, -2.891)
H (-0.848, -1.753, -1.940)
H (0.106, -2.664, -0.768)
H (-1.477, 0.377, 2.011)
H (0.554, 0.603, 0.448)
H (-1.177, 1.278, -1.556)
H (-2.527, 0.194, -1.616)
H (-2.266, 2.885, -0.340)
H (-4.276, 0.805, 0.607)
H (-4.606, 2.523, 0.579)
H (-3.308, 1.967, 1.581)
H (-4.332, 1.751, -1.814)
H (-3.069, -1.812, 2.288)
H (-3.937, -1.399, 0.140)
H (-3.529, -3.782, -0.278)
H (1.150, -2.788, 1.799)
H (0.659, -1.203, 3.307)
Cd (-2.413, -0.204, 3.237)

* molar mass: 507.5 g mol⁻¹
* HOMO-LUMO gap: 5.11 eV
* calculated total energy: -1769.0463 hartree
* highest occupied orbital energy: -11.192 eV
* charge: +1

One molecule with the formula C5H9NO. Source: the Open Molecules 2025 dataset; level of theory: the ωB97M-V functional and the def2-TZVPD basis.

CARTESIAN COORDINATES (ANGSTROEM)
C (-1.004, -0.078, 1.145)
C (-1.224, 0.191, -0.339)
N (-0.760, 1.479, -0.878)
C (0.019, 0.268, -1.149)
C (1.256, 0.208, -0.281)
C (1.718, -1.128, 0.178)
O (0.937, -2.008, 0.487)
H (-0.898, 0.864, 1.707)
H (-1.786, -0.660, 1.609)
H (-0.191, -0.844, 1.208)
H (-2.107, -0.253, -0.790)
H (-1.303, 1.736, -1.700)
H (0.042, -0.132, -2.163)
H (0.785, 0.468, 0.704)
H (2.053, 0.910, -0.537)
H (2.783, -1.227, 0.450)

* molar mass: 99.1 g mol⁻¹
* HOMO-LUMO gap: 10.53 eV
* calculated total energy: -325.8240 hartree
* highest occupied orbital energy: -9.568 eV

C21H36AsBaI4N2Si as an isolated structure. Source: the Open Molecules 2025 dataset; level of theory: the ωB97M-V functional and the def2-TZVPD basis.

CARTESIAN COORDINATES (ANGSTROEM)
Ba (-1.229, 0.726, 0.535)
C (3.606, -0.456, 0.071)
C (4.301, 0.738, -0.018)
C (3.596, 1.908, -0.243)
C (2.212, 1.853, -0.370)
N (1.538, 0.702, -0.262)
C (2.229, -0.421, -0.055)
C (1.417, 3.094, -0.599)
C (1.985, 4.216, -1.187)
C (1.220, 5.362, -1.340)
C (-0.093, 5.357, -0.906)
C (-0.591, 4.188, -0.354)
N (0.136, 3.080, -0.204)
H (4.114, -1.395, 0.241)
H (5.377, 0.762, 0.092)
H (4.114, 2.855, -0.289)
H (1.648, -1.333, 0.018)
H (3.006, 4.196, -1.538)
H (1.648, 6.244, -1.797)
H (-0.726, 6.228, -0.999)
H (-1.622, 4.138, -0.014)
I (1.680, 2.289, 3.247)
C (0.000, 3.410, 3.897)
I (-1.832, 2.389, 3.533)
H (0.000, 4.345, 3.351)
H (0.113, 3.584, 4.960)
I (-3.935, 1.501, -1.497)
I (-4.011, -0.102, 2.223)
C (-0.060, 0.901, -4.549)
Si (-1.644, 0.330, -3.745)
C (-2.822, -0.462, -4.944)
C (-1.197, -0.956, -2.433)
C (-2.468, 1.883, -3.034)
H (0.458, 0.061, -5.018)
H (0.621, 1.349, -3.822)
H (-0.257, 1.640, -5.329)
H (-2.372, -1.349, -5.395)
H (-3.080, 0.224, -5.753)
H (-3.747, -0.773, -4.455)
H (-0.832, -1.798, -3.030)
H (-2.044, -1.324, -1.846)
H (-0.372, -0.686, -1.766)
H (-3.011, 2.409, -3.818)
H (-1.750, 2.579, -2.600)
C (-2.677, -3.924, 1.919)
C (-1.805, -3.215, 2.950)
As (-0.340, -2.224, 2.123)
C (0.641, -3.685, 1.239)
C (0.287, -3.857, -0.236)
C (0.855, -1.913, 3.653)
C (1.265, -3.151, 4.442)
H (-3.533, -4.392, 2.406)
H (-2.125, -4.711, 1.403)
H (-3.071, -3.223, 1.182)
H (-1.378, -3.936, 3.648)
H (-2.389, -2.489, 3.515)
H (0.450, -4.604, 1.794)
H (1.705, -3.462, 1.354)
H (-0.776, -4.059, -0.374)
H (0.841, -4.687, -0.676)
H (0.522, -2.961, -0.815)
H (0.350, -1.193, 4.301)
H (1.730, -1.398, 3.247)
H (0.404, -3.631, 4.907)
H (1.956, -2.880, 5.241)
H (1.764, -3.890, 3.815)

* molar mass: 1064.5 g mol⁻¹
* HOMO-LUMO gap: 7.02 eV
* calculated total energy: -4672.8054 hartree
* highest occupied orbital energy: -10.271 eV
* charge: +1

One molecule with the formula C2H3NP2. Source: the Open Molecules 2025 dataset; level of theory: the ωB97M-V functional and the def2-TZVPD basis.

CARTESIAN COORDINATES (ANGSTROEM)
H (-1.334, 1.944, -0.046)
N (-0.626, 1.254, 0.104)
C (-1.010, 0.021, -0.007)
C (0.038, -0.940, 0.185)
P (1.557, -0.131, 0.147)
P (3.497, -0.049, 0.044)
H (-1.978, -0.234, -0.196)
H (-0.142, -1.866, -0.230)

* molar mass: 103.0 g mol⁻¹
* HOMO-LUMO gap: 6.87 eV
* calculated total energy: -815.3335 hartree
* highest occupied orbital energy: -7.989 eV

A 14-piece molecular cluster, C6H42NO13 overall. Source: the Open Molecules 2025 dataset; level of theory: the ωB97M-V functional and the def2-TZVPD basis.

CARTESIAN COORDINATES (ANGSTROEM)
C (1.369, -2.636, -0.381)
C (0.426, -1.480, -0.748)
C (1.303, -0.220, -1.119)
C (0.388, 1.043, -1.134)
C (-0.546, 1.227, 0.119)
C (-0.283, 1.279, -2.513)
N (-0.582, -1.898, -1.815)
H (1.831, -2.487, 0.626)
H (0.838, -3.590, -0.478)
H (2.126, -2.710, -1.110)
H (0.030, -1.205, 0.231)
H (1.834, -0.402, -2.041)
H (1.984, -0.115, -0.265)
H (1.273, 1.852, -1.155)
H (-1.050, 0.316, 0.451)
H (-1.238, 2.053, 0.027)
H (0.080, 1.566, 0.936)
H (-1.373, 1.235, -2.531)
H (0.025, 2.224, -2.906)
H (0.022, 0.485, -3.201)
H (-0.676, -2.896, -1.881)
H (-1.412, -1.333, -1.660)
H (-0.127, -1.624, -2.700)
H (-1.684, 4.808, 1.316)
H (-1.131, 4.109, 2.544)
O (-1.218, 4.042, 1.609)
H (-2.212, 0.015, 2.009)
H (-3.620, 0.241, 2.623)
O (-3.089, 0.357, 1.818)
H (2.577, 3.672, -2.971)
H (1.704, 4.293, -1.785)
O (2.330, 3.623, -2.045)
H (-0.744, -3.064, 2.022)
H (-1.107, -4.420, 1.319)
O (-0.924, -3.486, 1.166)
H (-2.962, -1.511, 0.221)
H (-2.194, -2.837, 0.222)
O (-2.699, -2.233, -0.355)
H (-1.131, -1.664, 3.194)
H (0.315, -1.893, 3.481)
O (-0.550, -2.363, 3.530)
H (1.801, -0.427, 3.080)
H (1.726, 0.020, 1.699)
O (1.424, -0.729, 2.225)
H (-2.095, -0.649, -4.304)
H (-0.785, -0.552, -5.185)
O (-1.222, -1.007, -4.447)
H (2.939, 2.583, 3.427)
H (3.290, 2.170, 2.057)
O (2.978, 1.755, 2.903)
H (-0.405, 0.722, 4.566)
H (-1.118, 1.576, 3.436)
O (-1.118, 0.745, 3.919)
H (2.233, -1.459, -4.376)
H (1.841, -2.893, -4.004)
O (1.988, -2.028, -3.651)
H (-4.046, 0.569, -0.921)
H (-3.262, 0.384, 0.234)
O (-3.114, 0.421, -0.740)
H (2.981, 3.040, -0.183)
H (4.306, 2.310, 0.170)
O (3.576, 2.839, 0.505)

* molar mass: 336.4 g mol⁻¹
* HOMO-LUMO gap: 10.43 eV
* calculated total energy: -1286.4317 hartree
* highest occupied orbital energy: -12.681 eV
* charge: +1

One molecule with the formula C3H8S2. Source: the Open Molecules 2025 dataset; level of theory: the ωB97M-V functional and the def2-TZVPD basis.

CARTESIAN COORDINATES (ANGSTROEM)
C (-1.922, -0.460, 0.426)
C (-0.421, -0.380, 0.783)
C (0.364, 0.244, -0.341)
S (2.125, 0.194, 0.095)
S (2.786, 1.166, -1.638)
H (-2.107, -1.243, -0.313)
H (-2.479, -0.818, 1.296)
H (-2.253, 0.532, 0.127)
H (-0.092, -1.387, 1.016)
H (-0.381, 0.133, 1.716)
H (0.087, 1.290, -0.507)
H (0.197, -0.321, -1.259)
H (4.095, 1.049, -1.400)

* molar mass: 108.2 g mol⁻¹
* HOMO-LUMO gap: 8.69 eV
* calculated total energy: -915.4628 hartree
* highest occupied orbital energy: -8.121 eV

A 9-piece molecular cluster, C26H72N2O16 overall. Source: the Open Molecules 2025 dataset; level of theory: the ωB97M-V functional and the def2-TZVPD basis.

CARTESIAN COORDINATES (ANGSTROEM)
C (2.654, -0.195, -1.705)
O (2.799, 1.207, -2.013)
C (2.659, 1.484, -3.417)
C (2.615, 2.988, -3.454)
N (2.497, 3.504, -4.753)
C (3.794, 3.937, -5.310)
C (3.499, 4.417, -6.716)
O (4.351, 4.911, -7.465)
C (4.680, 6.268, -7.116)
H (3.484, -0.738, -2.068)
H (1.879, -0.690, -2.178)
H (2.508, -0.360, -0.664)
H (1.688, 1.102, -3.760)
H (3.461, 1.090, -4.026)
H (3.479, 3.352, -2.965)
H (1.741, 3.291, -2.899)
H (1.898, 4.328, -4.606)
H (4.427, 3.073, -5.432)
H (4.313, 4.714, -4.711)
H (2.732, 5.205, -6.686)
H (3.003, 3.690, -7.374)
H (5.311, 6.619, -7.929)
H (5.212, 6.452, -6.226)
H (3.790, 6.939, -7.199)
C (1.062, -0.239, -6.735)
O (1.269, -1.583, -6.247)
C (1.561, -1.696, -4.850)
C (1.611, -3.152, -4.470)
N (1.640, -3.445, -3.028)
C (0.329, -3.134, -2.462)
C (0.224, -3.668, -1.080)
O (-0.868, -3.797, -0.539)
C (-1.559, -2.582, -0.329)
H (1.034, -0.317, -7.852)
H (1.706, 0.552, -6.408)
H (0.071, 0.109, -6.541)
H (0.764, -1.140, -4.335)
H (2.472, -1.308, -4.488)
H (2.476, -3.517, -4.978)
H (0.732, -3.537, -4.962)
H (1.530, -4.445, -2.966)
H (-0.475, -3.629, -2.944)
H (0.155, -2.077, -2.440)
H (0.969, -3.211, -0.421)
H (0.481, -4.688, -1.140)
H (-1.104, -1.703, 0.142)
H (-2.466, -2.877, 0.191)
H (-1.904, -2.218, -1.267)
O (-2.112, -7.840, 2.505)
C (-1.349, -6.697, 2.886)
C (-0.658, -6.109, 1.755)
O (-0.224, -4.849, 2.097)
H (-2.671, -8.085, 3.214)
H (-1.931, -6.075, 3.574)
H (-0.594, -7.035, 3.580)
H (-1.214, -6.007, 0.825)
H (0.258, -6.642, 1.540)
H (0.032, -4.400, 1.306)
O (0.495, 3.364, 2.784)
C (0.715, 3.697, 4.125)
C (-0.188, 4.800, 4.380)
O (-0.081, 5.290, 5.692)
H (0.618, 4.149, 2.246)
H (0.402, 2.865, 4.782)
H (1.757, 3.891, 4.263)
H (-1.220, 4.533, 4.199)
H (-0.051, 5.577, 3.546)
H (-0.425, 4.609, 6.282)
O (-4.395, 1.593, 3.828)
C (-3.606, 1.612, 4.978)
C (-2.225, 1.346, 4.696)
O (-1.428, 1.423, 5.836)
H (-4.473, 0.651, 3.559)
H (-3.833, 2.591, 5.400)
H (-3.926, 0.845, 5.680)
H (-1.771, 2.033, 3.973)
H (-2.057, 0.298, 4.263)
H (-1.317, 0.499, 6.078)
O (-2.088, -3.563, 3.787)
C (-1.462, -2.693, 4.720)
C (-2.428, -2.025, 5.635)
O (-1.723, -1.244, 6.541)
H (-1.458, -4.039, 3.322)
H (-0.699, -3.356, 5.139)
H (-0.943, -1.900, 4.106)
H (-2.980, -2.751, 6.205)
H (-3.180, -1.458, 5.086)
H (-2.287, -1.179, 7.297)
O (-3.273, -0.220, -0.302)
C (-3.605, 0.066, 1.035)
C (-3.910, -1.144, 1.786)
O (-4.462, -0.790, 3.070)
H (-2.796, 0.535, -0.676)
H (-2.680, 0.411, 1.482)
H (-4.432, 0.824, 1.076)
H (-3.016, -1.714, 1.966)
H (-4.557, -1.864, 1.221)
H (-5.279, -1.207, 3.212)
C (-0.053, 2.632, -0.427)
C (-0.595, 1.508, -1.074)
O (-1.928, 1.788, -1.356)
H (1.026, 2.542, -0.205)
H (-0.632, 2.812, 0.433)
H (-0.100, 3.525, -1.014)
H (-0.566, 0.657, -0.431)
H (-0.037, 1.406, -1.938)
H (-1.983, 2.481, -1.969)
C (1.172, -1.033, 1.724)
C (1.214, 0.261, 2.346)
O (-0.058, 0.801, 2.473)
H (0.725, -1.171, 0.767)
H (0.522, -1.626, 2.315)
H (2.185, -1.484, 1.771)
H (1.867, 0.997, 1.804)
H (1.703, 0.272, 3.302)
H (0.079, 1.732, 2.719)

* molar mass: 668.9 g mol⁻¹
* HOMO-LUMO gap: 9.55 eV
* calculated total energy: -2346.7562 hartree
* highest occupied orbital energy: -9.184 eV

A 3-piece molecular cluster, C13H26O4Si overall. Source: the Open Molecules 2025 dataset; level of theory: the ωB97M-V functional and the def2-TZVPD basis.

CARTESIAN COORDINATES (ANGSTROEM)
C (-3.509, 1.989, -1.690)
C (-3.059, 2.010, -0.188)
C (-4.159, 1.560, 0.825)
C (-4.658, 2.670, 1.803)
C (-3.517, 3.494, 2.501)
Si (-3.360, 5.292, 1.877)
H (-4.248, 1.199, -1.910)
H (-3.881, 3.002, -1.953)
H (-2.590, 1.846, -2.312)
H (-2.223, 1.278, -0.096)
H (-2.616, 3.000, 0.019)
H (-3.766, 0.718, 1.435)
H (-5.058, 1.152, 0.314)
H (-5.418, 3.325, 1.320)
H (-5.215, 2.146, 2.613)
H (-3.773, 3.571, 3.585)
H (-2.566, 2.928, 2.457)
H (-4.610, 6.052, 1.964)
H (-2.229, 5.978, 2.537)
H (-2.996, 5.199, 0.441)
O (-0.712, 0.848, -2.579)
C (0.146, 0.279, -1.965)
C (1.486, 0.850, -1.568)
C (2.269, -0.398, -1.188)
C (1.175, -1.329, -0.709)
O (0.016, -0.980, -1.492)
H (1.346, 1.519, -0.716)
H (1.943, 1.382, -2.398)
H (3.043, -0.224, -0.441)
H (2.747, -0.817, -2.076)
H (0.936, -1.179, 0.350)
H (1.431, -2.382, -0.872)
O (2.818, -3.538, -1.270)
C (3.654, -4.139, -0.654)
C (5.009, -3.618, -0.246)
C (5.745, -4.894, 0.130)
C (4.613, -5.788, 0.597)
O (3.475, -5.396, -0.189)
H (4.888, -2.949, 0.609)
H (5.491, -3.097, -1.070)
H (6.520, -4.753, 0.882)
H (6.213, -5.323, -0.759)
H (4.373, -5.639, 1.653)
H (4.824, -6.843, 0.430)

* molar mass: 274.4 g mol⁻¹
* HOMO-LUMO gap: 10.41 eV
* calculated total energy: -1101.3677 hartree
* highest occupied orbital energy: -9.908 eV

One molecule with the formula C5H8O2. Source: the Open Molecules 2025 dataset; level of theory: the ωB97M-V functional and the def2-TZVPD basis.

CARTESIAN COORDINATES (ANGSTROEM)
O (1.290, -1.324, 0.753)
C (1.486, 0.055, 0.570)
C (0.175, 0.648, 0.154)
C (-1.168, 0.097, 0.766)
C (-1.916, -0.013, -0.479)
O (-2.964, -0.160, -0.986)
C (0.143, 0.198, -1.287)
H (2.156, -1.734, 0.883)
H (2.026, 0.504, 1.422)
H (1.403, 0.174, -1.177)
H (0.207, 1.739, 0.214)
H (-0.972, -0.911, 1.160)
H (-1.671, 0.714, 1.516)
H (-0.039, -0.869, -1.433)
H (-0.156, 0.883, -2.077)

* molar mass: 100.1 g mol⁻¹
* HOMO-LUMO gap (alpha / beta): 6.86 / 8.30 eV
* calculated total energy: -345.5862 hartree
* highest occupied orbital energy (alpha / beta): -6.438 / -7.681 eV

Q: Which of these has the highest calculated total energy?
A: C5H9NO

What did the ninth record say?
One molecule with the formula C5H8O2. Source: the Open Molecules 2025 dataset; level of theory: the ωB97M-V functional and the def2-TZVPD basis.

CARTESIAN COORDINATES (ANGSTROEM)
O (1.290, -1.324, 0.753)
C (1.486, 0.055, 0.570)
C (0.175, 0.648, 0.154)
C (-1.168, 0.097, 0.766)
C (-1.916, -0.013, -0.479)
O (-2.964, -0.160, -0.986)
C (0.143, 0.198, -1.287)
H (2.156, -1.734, 0.883)
H (2.026, 0.504, 1.422)
H (1.403, 0.174, -1.177)
H (0.207, 1.739, 0.214)
H (-0.972, -0.911, 1.160)
H (-1.671, 0.714, 1.516)
H (-0.039, -0.869, -1.433)
H (-0.156, 0.883, -2.077)

* molar mass: 100.1 g mol⁻¹
* HOMO-LUMO gap (alpha / beta): 6.86 / 8.30 eV
* calculated total energy: -345.5862 hartree
* highest occupied orbital energy (alpha / beta): -6.438 / -7.681 eV

Q: Which of these has the highest calculated total energy?
A: C5H9NO